C34H59AsBBr2MgN6S3Si2 | wB97M-V/def2-TZVPD

Values from the calculation:
**Gap between HOMO and LUMO (spin up / spin down)**: 7.16 / 5.11 eV

The geometry in ORCA input format:
```
! wB97M-V def2-TZVPD RIJCOSX def2/J DEFGRID3
* xyz 1 1
Mg -2.21053 0.80518 1.29962
C 2.35866 1.82517 3.77471
C 2.12778 1.02760 2.53475
C 3.02271 0.11853 2.06173
C 2.72043 -0.66683 0.91959
N 1.62089 -0.48145 0.24675
N 0.76562 0.46842 0.66493
B -0.35476 0.84564 -0.28038
N -0.17788 2.28804 -0.75909
N 1.11481 2.54108 -1.06039
C 1.44702 3.71941 -1.48468
C 0.45941 4.72361 -1.68284
C -0.83426 4.49332 -1.35038
C -1.89494 5.53415 -1.49184
C -1.16310 3.20522 -0.79707
S -2.71439 2.88848 -0.19319
C 2.91820 3.98671 -1.75653
C 3.10618 4.25300 -3.25572
C 3.35094 5.22111 -0.95347
C 3.77478 2.79247 -1.33718
N -0.68487 -0.15190 -1.40049
N 0.29990 -0.18149 -2.32496
C 0.15687 -0.91510 -3.38686
C -0.99687 -1.72331 -3.55608
C -2.00865 -1.68189 -2.65375
C -3.25458 -2.48888 -2.82078
C -1.85804 -0.80144 -1.52875
S -3.19077 -0.58266 -0.47377
C 1.24735 -0.87442 -4.44497
C 2.27531 0.20776 -4.12135
C 0.60494 -0.56688 -5.80538
C 1.93238 -2.24652 -4.50495
C 0.90808 1.17872 1.80954
S -0.35618 2.21893 2.31432
C 3.67639 -1.74610 0.44069
C 5.07125 -1.13085 0.26013
C 3.21781 -2.33555 -0.89091
C 3.73018 -2.85961 1.49603
H 3.31279 1.56598 4.22997
H 1.55407 1.64960 4.49043
H 2.34538 2.89311 3.55022
H 3.95503 -0.04298 2.58766
H 0.75062 5.68818 -2.07961
H -1.49455 6.42662 -1.96955
H -2.29566 5.79845 -0.51209
H -2.73249 5.15336 -2.07716
H 2.53395 5.12170 -3.58748
H 2.79321 3.39113 -3.84800
H 4.15862 4.44804 -3.46844
H 2.82221 6.12303 -1.26583
H 4.41742 5.39907 -1.10112
H 3.17588 5.07483 0.11446
H 3.46631 1.88107 -1.84935
H 3.69969 2.61159 -0.26251
H 4.81878 2.99821 -1.58080
H -1.07411 -2.37038 -4.42074
H -3.16532 -3.15268 -3.67885
H -4.11664 -1.83546 -2.96405
H -3.45479 -3.07851 -1.92518
H 1.83605 1.20323 -4.21332
H 3.11142 0.13265 -4.81894
H 2.65252 0.11074 -3.10339
H 0.01290 0.34974 -5.76455
H -0.03721 -1.37741 -6.15366
H 1.38707 -0.42855 -6.55352
H 2.44724 -2.47091 -3.57069
H 2.66614 -2.25748 -5.31271
H 1.21530 -3.04726 -4.69878
H 5.03296 -0.26381 -0.40308
H 5.73996 -1.86876 -0.18594
H 5.51400 -0.82093 1.20788
H 3.33142 -1.60902 -1.69723
H 2.17089 -2.63947 -0.86171
H 3.82891 -3.20922 -1.12611
H 3.97813 -2.47392 2.48723
H 4.49137 -3.59193 1.22181
H 2.77000 -3.37623 1.56041
Br -4.05428 2.61140 3.46318
C -5.68022 2.78878 2.43952
Br -5.72910 1.61398 0.91644
H -5.73839 3.80776 2.08255
H -6.50604 2.53245 3.08881
C -4.74322 -3.17152 5.08833
Si -4.76652 -2.14555 3.52988
C -4.96211 -3.19982 1.99757
C -6.12323 -0.87045 3.68668
As -2.69626 -1.00752 3.27352
Si -1.11693 -2.77093 3.00230
C -1.52873 -4.31856 3.96230
C -0.98019 -3.13597 1.16717
C 0.48787 -2.07313 3.65542
H -5.72055 -3.65249 5.19411
H -4.59427 -2.54005 5.96676
H -3.98504 -3.95116 5.09217
H -5.96445 -3.63959 2.00843
H -4.23782 -4.01645 1.96653
H -4.85776 -2.61335 1.08275
H -6.95813 -1.31717 4.23387
H -6.49120 -0.53695 2.71640
H -5.78858 0.00518 4.24726
H -2.34896 -4.89003 3.52443
H -1.77103 -4.10778 5.00407
H -0.63947 -4.95650 3.95372
H -1.93791 -3.07616 0.64858
H -0.58219 -4.14818 1.04370
H -0.28755 -2.43868 0.68479
H 0.40050 -1.79185 4.70715
H 0.78686 -1.18860 3.09629
H 1.28728 -2.81424 3.57259
*
```

---

C34H59F5LaN9O3PSbSe | wB97M-V/def2-TZVPD

Values from the calculation:
**Gap between HOMO and LUMO**: 6.93 eV

The geometry in ORCA input format:
```
! wB97M-V def2-TZVPD RIJCOSX def2/J DEFGRID3
* xyz 2 1
La 12.47514 13.89782 12.46462
N 13.15902 12.75792 15.12597
C 14.56842 12.32072 14.89821
C 15.48301 12.37758 16.12479
C 16.98250 12.08789 15.82339
C 17.23506 10.66089 15.26481
N 16.96942 10.61706 13.81340
C 16.91061 9.56674 13.01633
N 17.44126 8.39752 13.36643
N 16.32079 9.70737 11.84598
C 14.95472 13.20424 13.65728
O 14.54918 14.43037 13.66976
O 15.27923 12.62609 12.59874
H 13.08983 13.45721 15.87298
H 12.57064 11.94408 15.28857
H 14.55115 11.31103 14.51421
H 15.13090 11.66759 16.87053
H 15.37348 13.38687 16.57856
H 17.56016 12.15884 16.77159
H 17.38220 12.77252 15.09523
H 16.61825 9.89976 15.78548
H 18.28567 10.31001 15.35337
H 16.53352 11.43324 13.33962
H 17.99961 8.27654 14.19177
H 17.47342 7.64720 12.67610
H 15.70748 10.49010 11.73496
H 16.17778 8.97084 11.18387
C 13.91366 13.66491 7.72694
N 12.54940 14.18530 7.70915
C 12.13996 14.81067 6.43131
P 11.39440 13.72564 8.78777
O 12.01758 13.88974 10.16976
N 10.10430 14.74977 8.59904
C 10.28768 16.14351 8.93186
C 8.88033 14.46527 7.84232
N 10.88005 12.18193 8.53907
C 10.94147 11.58971 7.20715
C 9.90262 11.56910 9.43894
H 14.61791 14.46394 7.52044
H 14.00253 12.92457 6.95372
H 14.11986 13.22241 8.71904
H 12.85144 15.62786 6.21510
H 11.13185 15.20978 6.50339
H 12.25080 14.09121 5.59868
H 11.23097 16.32194 9.48162
H 9.44429 16.46627 9.57604
H 10.27437 16.77620 8.04821
H 8.84918 13.41330 7.56530
H 8.82193 15.08504 6.93611
H 7.96630 14.63971 8.45592
H 11.69523 12.05245 6.55962
H 9.97635 11.66629 6.75152
H 11.21843 10.52552 7.28923
H 9.95653 11.96874 10.48197
H 10.17072 10.51174 9.55586
H 8.90072 11.69309 9.03513
N 13.79516 18.30342 13.60949
C 12.85942 17.31980 13.78237
N 12.82497 16.49584 12.77719
C 13.76776 16.96333 11.87168
C 14.12899 16.47218 10.64517
C 15.17547 17.09697 9.97040
C 15.80516 18.25218 10.49495
C 15.42610 18.74682 11.72458
C 14.40483 18.09683 12.39527
H 13.94545 19.05811 14.27403
H 12.22513 17.27391 14.64068
H 13.68336 15.57855 10.23312
H 15.53255 16.72012 8.99481
H 16.61696 18.73875 9.96709
H 15.91568 19.62118 12.12628
C 6.28781 12.77083 13.96837
C 7.57710 13.01158 13.15813
C 7.26460 13.60588 11.75320
Sb 9.13391 14.37097 13.90624
C 9.13615 14.20390 16.13536
C 9.12016 12.70519 16.55443
C 8.02468 14.96400 16.87149
C 8.14117 16.38821 13.62361
C 8.92094 17.47804 14.39105
C 6.62111 16.30992 13.96266
H 5.69559 12.01094 13.46526
H 5.71543 13.71852 14.02221
H 6.42368 12.47160 14.98558
H 8.10651 12.05076 13.01337
H 6.81054 14.60098 11.82737
H 6.51698 13.00278 11.19505
H 8.15459 13.67548 11.08356
H 10.11550 14.63958 16.43359
H 8.24971 12.16984 16.18627
H 9.12259 12.69620 17.65590
H 9.95883 12.16488 16.13596
H 7.07189 14.53050 16.60281
H 8.00146 16.02708 16.66379
H 8.12839 14.82114 17.94699
H 8.27031 16.55911 12.55999
H 9.17035 17.15834 15.40158
H 8.31289 18.39175 14.50029
H 9.85402 17.76515 13.92609
H 6.41700 15.85305 14.92332
H 6.08721 15.66399 13.26747
H 6.18937 17.29980 13.92889
F 12.82741 6.42191 12.32747
C 12.13343 7.57025 12.51704
C 11.48546 8.02444 13.69746
F 10.37725 8.03058 14.43489
C 12.51358 8.85596 13.30480
F 13.67604 9.09066 13.95779
C 12.01607 9.88242 12.38394
Se 11.12655 11.39297 13.01522
C 12.32231 9.48534 11.04902
F 13.61291 8.94638 10.82106
C 11.46095 8.40219 11.46149
F 10.25994 8.21585 11.03424
*
```

---

C34H61AsN4O4RuSi4Te | wB97M-V/def2-TZVPD

Values from the calculation:
**Gap between HOMO and LUMO (spin up / spin down)**: 7.18 / 6.07 eV

The geometry in ORCA input format:
```
! wB97M-V def2-TZVPD RIJCOSX def2/J DEFGRID3
* xyz 1 2
Ru 1.62855 0.33406 -0.36460
C 5.80871 0.70254 -2.77303
C 4.68011 1.14035 -1.88030
O 3.75121 0.36804 -1.60066
N 4.74492 2.39441 -1.41946
C 3.83740 2.88240 -0.39272
C 2.54746 3.41533 -0.95984
C 2.34586 4.78096 -1.06588
C 1.19242 5.25635 -1.66236
C 0.29142 4.34383 -2.17495
C 0.55393 2.99342 -2.01846
N 1.63865 2.51708 -1.39858
H 5.66638 -0.33200 -3.06655
H 6.75931 0.80349 -2.24872
H 5.85050 1.32631 -3.66708
H 5.50177 2.98163 -1.72669
H 4.34594 3.65144 0.18463
H 3.62818 2.06176 0.27803
H 3.09228 5.46217 -0.67883
H 1.01327 6.32060 -1.74407
H -0.60526 4.66356 -2.68376
H -0.12871 2.25215 -2.41179
C -2.03407 3.32707 0.70765
Si -3.29109 1.96725 0.97167
C -2.85769 1.03193 2.52864
C -5.01836 2.67471 1.05868
Si -3.16900 0.46478 -0.81645
Te -0.73868 -0.24043 -1.02884
Si -4.34016 -1.53252 -0.43310
C -3.66955 -2.48457 1.01862
C -6.11588 -1.05564 -0.09989
C -4.19836 -2.52773 -2.00967
Si -3.80911 1.47425 -2.83232
C -3.28246 0.45824 -4.30525
C -5.66821 1.63659 -2.81556
C -3.06061 3.17848 -2.95545
H -1.98465 3.98449 1.58033
H -2.27577 3.93929 -0.16400
H -1.03877 2.89922 0.55131
H -2.70620 1.71267 3.37014
H -1.93715 0.46441 2.37894
H -3.64138 0.32202 2.80403
H -5.14412 3.30234 1.94512
H -5.77127 1.88442 1.10023
H -5.23135 3.29139 0.18156
H -3.98516 -2.02926 1.96037
H -2.57826 -2.51254 1.01776
H -4.03938 -3.51284 0.99747
H -6.19909 -0.49877 0.83675
H -6.72681 -1.95785 -0.00450
H -6.54434 -0.44137 -0.89353
H -3.17217 -2.51303 -2.38652
H -4.84659 -2.11818 -2.78868
H -4.48418 -3.57019 -1.84881
H -3.79330 -0.50668 -4.32054
H -2.20711 0.26131 -4.29571
H -3.52393 0.98316 -5.23324
H -6.15549 0.65949 -2.82550
H -5.99485 2.18204 -3.70525
H -6.02505 2.17908 -1.93702
H -1.98970 3.15235 -2.77594
H -3.50542 3.85774 -2.22413
H -3.23179 3.59560 -3.95176
C 2.95789 -2.42577 -2.53294
As 2.16709 -1.97593 -0.83263
C 3.60404 -2.40625 0.38883
C 0.91092 -3.45429 -0.61125
C 1.55361 -4.80167 -0.78159
C 2.23482 -5.40346 0.27493
C 2.80786 -6.65784 0.12778
C 2.70008 -7.33544 -1.07938
C 2.01041 -6.75322 -2.13302
C 1.44720 -5.49354 -1.98476
H 3.31688 -3.45142 -2.47026
H 3.77610 -1.74483 -2.73996
H 2.21502 -2.34720 -3.32565
H 4.02514 -3.38504 0.16783
H 3.22479 -2.38850 1.40857
H 4.37269 -1.64155 0.28151
H 0.12733 -3.29115 -1.35153
H 0.45761 -3.34488 0.36698
H 2.29032 -4.89595 1.23144
H 3.33179 -7.11150 0.95911
H 3.14206 -8.31606 -1.19418
H 1.90467 -7.28297 -3.07087
H 0.89929 -5.04963 -2.80874
C 0.16199 2.82060 3.65278
C 1.39530 2.23662 4.33257
C 1.71086 0.79608 3.88747
C 3.03789 0.34037 4.53936
C 3.54941 -1.01024 4.05228
C 0.61800 -0.11025 4.40696
O 0.26475 -0.11873 5.56000
N 0.04466 -0.96028 3.48564
C 0.26207 -0.98116 2.11829
O -0.43053 -1.71475 1.43307
N 1.22598 -0.15631 1.59445
C 1.86344 0.75732 2.38020
O 2.59462 1.58632 1.84505
H -0.02624 3.83460 4.00552
H -0.72766 2.22522 3.86993
H 0.28852 2.86505 2.56876
H 1.24539 2.21037 5.41179
H 2.27028 2.84980 4.11944
H 2.86018 0.30993 5.61506
H 3.78213 1.11266 4.34053
H 2.80245 -1.79820 4.18099
H 4.43619 -1.30435 4.61253
H 3.82593 -0.96672 2.99696
H -0.69096 -1.56852 3.81826
*
```

---

C34H61BBr2F4MgN4O21PS | wB97M-V/def2-TZVPD

Values from the calculation:
**Gap between HOMO and LUMO**: 0.58 eV

The geometry in ORCA input format:
```
! wB97M-V def2-TZVPD RIJCOSX def2/J DEFGRID3
* xyz -1 1
C -5.88914 -1.10701 1.48212
C -4.67236 -1.69290 1.30102
C -3.41902 -0.91611 0.82657
C -3.09305 -0.78984 -0.64293
C -3.93687 -1.40295 -1.79934
C -4.37708 -2.90373 -1.57493
C -3.25031 -3.83737 -1.00073
Br -5.05980 -3.60850 -3.31492
C -1.89950 0.01158 -0.97625
C -1.48035 0.24968 -2.47530
C -0.33166 -0.73023 -2.92084
O 0.00332 -1.59507 -2.15805
Br 0.63074 -0.60518 -4.62284
C -1.05252 0.66416 0.07555
N 0.04792 1.39152 -0.36725
C 0.74584 1.98727 0.63024
O 1.85847 2.73438 0.29125
C 1.56486 3.72374 -0.73324
C 2.45093 3.34382 -1.98646
C 1.60214 2.61708 -3.11598
O 3.15179 4.50205 -2.50503
C 0.34783 1.85045 2.05836
P 1.39303 2.78816 3.31338
O 2.72305 2.17694 3.54541
O 1.67866 4.33138 2.68343
O 0.51074 3.04609 4.71349
N -0.68832 1.12187 2.56737
C -1.36934 0.53872 1.51168
C -2.59261 -0.28414 1.86711
C -2.96676 -0.41205 3.39707
C -1.95547 -1.38964 4.13652
C -2.52596 -2.83173 4.43256
C -1.59606 -4.00928 3.85457
C -2.20239 -4.60986 2.49253
H -6.65038 -1.65985 2.07976
H -6.13726 -0.13192 0.99854
H -4.60764 -2.80286 1.46788
H -4.87716 -0.77495 -1.87661
H -3.45360 -1.34579 -2.80976
H -5.29112 -2.87277 -0.91357
H -3.19217 -3.82608 0.12617
H -3.54833 -4.89644 -1.26680
H -2.26150 -3.62964 -1.49095
H -1.03909 1.29099 -2.52866
H -2.35971 0.26709 -3.17193
H 1.91308 4.73240 -0.36087
H 0.47581 3.82741 -0.96691
H 3.25080 2.62557 -1.63731
H 0.50170 2.70802 -2.92690
H 1.84525 3.13195 -4.08614
H 1.88894 1.53338 -3.20713
H 3.95686 4.13857 -2.90561
H 0.85239 4.84669 2.76546
H -0.29221 3.52437 4.41345
H -2.83946 0.63762 3.80659
H -4.04222 -0.67406 3.55514
H -1.05407 -1.49333 3.46798
H -1.58742 -0.91194 5.09314
H -2.62796 -3.05321 5.53090
H -3.54933 -2.96387 3.98608
H -0.55678 -3.64368 3.61650
H -1.59257 -4.85129 4.60252
H -3.25453 -4.25339 2.32969
H -1.60823 -4.31534 1.58843
H -2.23095 -5.72476 2.62433
O 6.05530 2.35933 -2.56097
H 6.16013 1.97490 -1.66020
H 5.77236 1.67574 -3.21263
H 6.90461 2.82430 -2.86433
C -3.98019 -8.01817 6.44481
C -3.76458 -7.70882 4.97145
C -4.29554 -8.82671 4.08782
O -2.37139 -7.52626 4.72258
H -3.44979 -8.93144 6.73233
H -3.58485 -7.21243 7.06742
H -5.04125 -8.14584 6.67054
H -4.26356 -6.77090 4.71647
H -3.77574 -9.76729 4.29584
H -4.12467 -8.59630 3.03406
H -5.36594 -8.97855 4.24295
H -1.91854 -8.34902 4.94428
C 7.28594 4.49754 -5.57191
O 8.43539 3.68623 -5.34047
H 6.39379 3.87132 -5.50049
H 7.23426 5.28874 -4.82132
H 7.34236 4.93512 -6.56921
H 9.21025 4.27076 -5.41300
B 10.33394 6.70618 -6.98319
F 10.56729 5.65192 -6.04486
F 9.78060 7.82576 -6.30408
F 11.55383 7.07461 -7.59249
F 9.41823 6.25554 -7.98395
Mg 9.10720 1.99830 -3.87266
C 0.61930 5.67208 -8.11071
C 0.97292 4.55686 -7.15380
C 1.49694 3.32186 -7.83172
O 1.12645 2.29270 -6.91478
C 0.01837 2.73516 -6.25707
O -0.67174 2.05234 -5.56798
O -0.19331 4.05959 -6.49035
H 0.22915 6.53198 -7.56307
H 1.49144 5.99027 -8.68434
H -0.16611 5.35900 -8.80254
H 1.66827 4.92072 -6.38971
H 2.57707 3.34713 -7.97282
H 1.01712 3.11722 -8.79339
C -2.83437 -0.78186 7.49523
O -3.27009 -1.87740 7.19733
N -2.41463 -0.41755 8.73161
C -1.90559 0.90973 9.01218
C -2.47780 -1.38950 9.80744
H -2.74446 0.02821 6.75254
H -0.87927 0.83093 9.37819
H -2.52920 1.37926 9.77687
H -1.91692 1.52760 8.11433
H -1.87172 -2.25860 9.54381
H -3.51211 -1.71345 9.94001
H -2.10880 -0.95358 10.73491
O 2.97788 -0.00999 -0.65712
H 2.17795 -0.54294 -0.75104
H 2.76513 0.60989 0.05266
O -8.99890 -6.35470 -0.35031
S -8.04236 -5.68489 -1.24085
O -8.57654 -5.69017 -2.60870
O -6.75609 -6.39384 -1.22113
O -7.83962 -4.30226 -0.78619
N 13.64115 5.81949 -4.72936
O 13.21271 4.82337 -5.32832
O 14.63765 5.71956 -3.99419
O 13.07883 6.90897 -4.86194
*
```